ORCA calculation (ωB97M-V/def2-TZVPD) on 2 unconnected molecules or ions with the total composition C7H13F3N4 in a non-equilibrium geometry.

```
27
Properties=species:S:1:pos:R:3:mulliken_charge:R:1
C 0.38660 -1.60544 1.28759 -0.133
C 0.64405 0.64486 1.96441 0.425
C -0.43439 1.06080 1.04573 -1.276
C -1.04225 0.01118 0.12036 0.284
C -0.83893 -0.12094 -2.65821 -1.444
C 0.11088 0.21477 -1.63253 0.092
C 1.46661 -0.46855 -1.54186 0.835
N -0.56463 -1.25081 0.43425 0.006
N 0.96549 -0.65301 2.02688 -0.095
N 1.20324 1.50176 2.76481 -0.260
N -2.27364 0.10549 -0.21545 -0.463
F 2.12256 -0.07029 -0.35181 -0.286
F 1.40363 -1.75481 -1.34047 -0.240
F 2.19610 -0.20366 -2.63266 -0.220
H 1.01548 -2.53685 1.34231 0.359
H -1.05510 1.59440 1.74378 0.586
H -0.12513 1.80601 0.38559 0.669
H -0.67121 0.15685 -3.73961 0.383
H -1.86189 0.45940 -2.44533 0.338
H -1.09912 -1.27851 -2.72557 0.290
H 0.31057 1.27415 -1.52436 0.447
H -0.99748 -2.06716 -0.03539 0.319
H 1.82422 -0.88439 2.48628 0.311
H 1.19971 2.49228 2.54777 0.290
H 1.60657 1.17782 3.59101 0.246
H -2.67222 -0.58142 -0.85464 0.293
H -2.81970 0.97606 -0.04288 0.242
```

Computed properties:
- HOMO-LUMO gap (spin up / spin down): 0.25301 / 0.25307 hartree
- Spin multiplicity: 1
- Relative energy (zero: lowest compared OMol25 entry of this formula, charge and spin): 14.54 kcal per mole
- Charge: +2
- HOMO level (spin up / spin down): -16.24 / -16.24 eV

***

ORCA calculation (ωB97M-V/def2-TZVPD) on 2 unconnected molecules or ions with the total composition C5H10O2.

```
17
Properties=species:S:1:pos:R:3:mulliken_charge:R:1
C -0.29899 1.45504 1.20907 -0.819
C 0.04445 1.16805 -0.04784 -0.576
C -0.74519 0.22935 -0.94635 0.411
C 0.11132 -0.78122 -1.72148 -1.251
O -1.78068 -0.42230 -0.24734 -0.584
H -1.18315 1.00560 1.65406 0.341
H 0.28412 2.13104 1.82825 0.367
H 0.93549 1.62454 -0.48368 0.366
H -1.24370 0.86263 -1.69134 0.404
H 0.94677 -0.30161 -2.24511 0.332
H 0.50658 -1.55911 -1.05746 0.325
H -0.52088 -1.27460 -2.46633 0.338
H -1.35474 -1.06628 0.34256 0.407
C 1.07035 -0.75838 1.46807 -0.174
O 0.18622 -1.58396 1.51738 -0.517
H 1.60960 -0.52245 0.53640 0.282
H 1.43245 -0.20634 2.35114 0.351
```

Computed properties:
- HOMO-LUMO gap: 0.38909 hartree
- Spin multiplicity: 1
- Relative energy (zero: lowest compared OMol25 entry of this formula, charge and spin): 62.64 kcal per mole
- Charge: 0
- HOMO level: -9.84 eV

***

ORCA calculation (ωB97M-V/def2-TZVPD) on 2 unconnected molecules or ions with the total composition C5H12N2.

```
19
Properties=species:S:1:pos:R:3:mulliken_charge:R:1
N -0.47127 0.73605 -2.95320 -0.566
C -1.36389 0.69968 -1.80776 -0.375
N -1.12302 1.62724 -0.70217 -0.546
H -0.38068 1.67002 -3.33691 0.241
H 0.46397 0.43320 -2.70496 0.206
H -2.36802 0.87338 -2.18982 0.381
H -1.33354 -0.32304 -1.42654 0.218
H -0.12440 1.65938 -0.51275 0.254
H -1.35039 2.57440 -0.99273 0.234
C 0.52665 0.69833 2.29669 -0.750
C 1.11296 -0.53561 2.12863 0.115
C 0.50197 -1.47527 1.29283 0.375
C 1.07570 -2.69166 1.00069 -0.737
H -0.40517 0.94292 1.79171 0.379
H 0.99317 1.46533 2.89947 0.294
H 2.06595 -0.77091 2.58575 0.343
H -0.45428 -1.19906 0.86142 0.338
H 0.56810 -3.44620 0.41144 0.317
H 2.06617 -2.93819 1.35821 0.278
```

Computed properties:
- HOMO-LUMO gap (spin up / spin down): 0.24094 / 0.13941 hartree
- Spin multiplicity: 2
- Relative energy (zero: lowest compared OMol25 entry of this formula, charge and spin): 65.20 kcal per mole
- Charge: +1
- HOMO level (spin up / spin down): -12.19 / -12.17 eV